Record 1
3 unconnected molecules or ions with the total composition C6H17NS in a non-equilibrium geometry. Source: the Open Molecules 2025 dataset; level of theory: wB97M-V/def2-TZVPD.

Results
Relative energy (zero: lowest compared OMol25 entry of this formula, charge and spin)   4.999 eV
2S+1   1
Lowest unoccupied orbital energy   -0.0747 hartree

CARTESIAN COORDINATES (ANGSTROEM)
C  2.552  0.178  1.514
C  2.876  0.611  0.097
C  1.655  0.578  -0.795
S  1.016  -1.366  -1.064
H  2.093  1.008  2.085
H  3.410  -0.161  2.109
H  1.788  -0.611  1.425
H  3.337  1.624  0.025
H  3.561  -0.099  -0.388
H  1.927  0.844  -1.828
H  0.841  1.230  -0.485
C  -1.333  0.172  1.488
C  -2.484  0.237  0.495
C  -2.549  1.631  -0.148
N  -2.462  -0.839  -0.496
H  -1.256  -0.883  1.766
H  -0.409  0.536  1.031
H  -1.543  0.617  2.463
H  -3.420  0.075  1.042
H  -1.695  1.746  -0.831
H  -2.640  2.433  0.581
H  -3.426  1.661  -0.815
H  -1.450  -0.968  -0.844
H  -3.177  -0.859  -1.217
H  -0.957  0.052  -1.723

Atomic partial charges in e from the Mulliken method, atoms 1 to 2: C -0.9426; C -0.2954


Record 2
2 unconnected molecules or ions with the total composition C6H17NSi. Source: the Open Molecules 2025 dataset; level of theory: wB97M-V/def2-TZVPD.

Results
Relative energy (zero: lowest compared OMol25 entry of this formula, charge and spin)   0.685 eV
2S+1   1
Lowest unoccupied orbital energy   0.0223 hartree

CARTESIAN COORDINATES (ANGSTROEM)
C  -0.378  2.915  -1.854
C  2.472  -1.007  0.831
C  1.040  -0.511  2.844
C  -1.880  -1.433  -1.490
C  -0.620  1.616  -1.090
C  1.292  -1.462  1.681
N  -2.724  -0.365  -0.992
Si  -2.508  1.337  -0.831
H  -0.836  3.757  -1.338
H  0.688  3.121  -1.959
H  -0.810  2.858  -2.853
H  3.389  -0.999  1.418
H  2.615  -1.667  -0.022
H  2.299  0.001  0.458
H  0.839  0.493  2.474
H  1.909  -0.461  3.497
H  0.185  -0.841  3.430
H  -1.633  -2.153  -0.699
H  -2.384  -1.974  -2.299
H  -0.952  -1.026  -1.881
H  -0.139  1.695  -0.109
H  -0.106  0.805  -1.618
H  0.396  -1.505  1.056
H  -3.632  -0.722  -0.722
H  1.476  -2.472  2.067

Atomic partial charges in e from the Mulliken method, atoms 1 to 2: C -1.3360; C -1.1287


Record 3
4 unconnected molecules or ions with the total composition C6H17O4 in a non-equilibrium geometry. Source: the Open Molecules 2025 dataset; level of theory: wB97M-V/def2-TZVPD.

Results
Net charge   -1
Relative energy (zero: lowest compared OMol25 entry of this formula, charge and spin)   0.571 eV
2S+1   1
Lowest unoccupied orbital energy   0.1296 hartree

CARTESIAN COORDINATES (ANGSTROEM)
C  -0.132  1.358  -0.607
O  -1.110  2.302  -0.689
C  0.914  1.510  0.521
C  1.965  0.390  0.484
C  1.385  -0.990  0.688
C  1.658  -1.822  1.678
C  0.896  -3.104  1.954
H  0.502  1.489  -1.526
H  -0.605  0.366  -0.589
H  1.361  2.510  0.515
H  0.462  1.567  1.525
H  2.614  0.583  -0.376
H  2.649  0.487  1.340
H  0.459  -1.131  0.146
H  2.596  -1.811  2.234
H  0.359  -2.996  2.897
H  1.592  -3.936  1.876
H  0.071  -3.230  1.249
H  -3.145  1.521  -2.247
H  -2.389  1.841  -0.908
O  -3.022  1.047  -1.413
H  -2.418  0.458  1.179
H  -3.303  -0.450  0.366
O  -2.898  -0.375  1.239
H  -0.448  1.503  -4.032
H  0.087  0.294  -3.307
O  -0.100  0.617  -4.197

Atomic partial charges in e from the Mulliken method, atoms 1 to 2: C -0.2926; O -0.8735


Record 4
A molecular structure, C6H18AgN3O3 in a non-equilibrium geometry. Source: the Open Molecules 2025 dataset; level of theory: wB97M-V/def2-TZVPD.

Results
Relative energy (zero: lowest compared OMol25 entry of this formula, charge and spin)   0.720 eV
2S+1   1
Lowest unoccupied orbital energy   -0.0038 hartree

CARTESIAN COORDINATES (ANGSTROEM)
Ag  -0.761  -1.073  1.122
C  -1.620  0.911  -1.998
O  -1.742  0.275  -0.744
H  -0.574  1.131  -2.209
H  -2.264  0.425  -2.730
H  -2.019  1.904  -1.793
C  3.508  0.773  1.542
C  2.010  0.434  1.664
C  1.150  1.656  1.321
O  1.475  2.334  0.057
C  0.713  3.415  -0.177
N  1.714  -0.587  0.695
H  3.790  1.324  0.645
H  4.047  -0.152  1.746
H  3.821  1.349  2.413
H  1.692  0.089  2.648
H  1.297  2.360  2.140
H  0.071  1.514  1.267
H  -0.356  3.241  -0.297
H  0.889  3.637  -1.229
H  0.894  4.384  0.289
H  2.259  -1.404  0.935
H  2.025  -0.268  -0.211
C  -2.318  -3.367  -0.564
O  -1.385  -3.072  0.131
N  -2.982  -2.499  -1.312
N  -2.826  -4.529  -0.767
H  -3.861  -2.774  -1.727
H  -2.733  -1.530  -1.171
H  -2.328  -5.251  -0.266
H  -3.584  -4.654  -1.422

Atomic partial charges in e from the Mulliken method, atoms 1 to 2: Ag 0.6268; C -0.7372


Record 5
2 unconnected molecules or ions with the total composition C6H18BrNSi2 in a non-equilibrium geometry. Source: the Open Molecules 2025 dataset; level of theory: wB97M-V/def2-TZVPD.

Results
Relative energy (zero: lowest compared OMol25 entry of this formula, charge and spin)   1.660 eV
2S+1   1
Lowest unoccupied orbital energy   0.0053 hartree

CARTESIAN COORDINATES (ANGSTROEM)
C  1.175  2.109  0.705
C  -0.965  2.624  -0.572
C  0.156  -0.798  1.781
C  -1.835  -1.073  0.079
C  0.356  1.786  -0.505
C  -0.737  -0.220  0.653
N  0.061  0.317  -0.457
Si  0.753  -2.948  -2.002
Si  1.057  -0.817  -1.257
Br  1.474  0.380  -3.247
H  2.088  1.537  0.869
H  1.615  3.033  0.340
H  0.538  2.273  1.614
H  -1.692  2.568  0.217
H  -1.345  2.266  -1.523
H  -0.675  3.598  -0.709
H  -0.520  -1.018  2.577
H  0.585  -1.767  1.567
H  1.063  -0.299  2.129
H  -2.744  -1.223  0.612
H  -1.401  -2.036  0.022
H  -2.077  -0.611  -0.848
H  0.981  1.983  -1.435
H  -1.268  0.637  0.941
H  -0.630  -3.048  -2.397
H  1.470  -2.992  -3.469
H  1.331  -4.150  -1.214
H  2.890  -1.173  0.052

Atomic partial charges in e from the Mulliken method, atoms 1 to 2: C -1.5599; C -1.6394


Record 6
A molecular structure, C6H18CaO20P2S3 in a non-equilibrium geometry. Source: the Open Molecules 2025 dataset; level of theory: wB97M-V/def2-TZVPD.

Results
Net charge   -4
Relative energy (zero: lowest compared OMol25 entry of this formula, charge and spin)   0.000 eV
2S+1   1
Lowest unoccupied orbital energy   0.2740 hartree

CARTESIAN COORDINATES (ANGSTROEM)
Ca  -0.865  0.248  0.682
S  -0.074  3.269  2.323
O  -1.435  3.738  1.992
O  0.846  4.443  2.126
O  -0.004  2.718  3.688
O  0.244  2.175  1.296
S  -3.851  1.033  0.980
O  -4.950  0.024  1.021
O  -4.451  2.377  0.711
O  -3.026  1.063  2.196
O  -2.881  0.670  -0.124
S  -1.424  -1.800  2.745
O  -0.703  -0.474  2.882
O  -0.609  -2.965  3.188
O  -2.614  -1.681  3.605
O  -1.754  -1.835  1.276
C  -2.879  0.449  -3.060
O  -1.783  1.352  -3.244
P  -0.357  0.909  -2.746
O  -0.450  0.053  -1.583
O  0.413  0.267  -3.993
C  0.482  -1.156  -4.038
O  0.414  2.250  -2.595
C  -0.055  3.071  -1.477
H  -3.447  0.347  -4.002
H  -3.537  0.789  -2.263
H  -2.552  -0.574  -2.861
H  1.350  -1.412  -4.642
H  -0.428  -1.623  -4.426
H  0.587  -1.567  -3.030
H  0.735  3.333  -0.783
H  -0.896  2.650  -0.916
H  -0.501  4.002  -1.856
C  2.198  -0.447  3.459
O  2.313  -1.720  2.706
P  2.318  -1.594  1.181
O  1.321  -0.724  0.593
O  2.260  -3.112  0.706
C  1.048  -3.494  0.016
O  3.812  -1.149  0.818
C  4.055  -0.715  -0.499
H  1.149  -0.380  3.775
H  2.370  0.420  2.821
H  2.893  -0.542  4.292
H  1.221  -3.444  -1.061
H  0.184  -2.939  0.397
H  0.880  -4.550  0.250
H  3.209  -0.136  -0.878
H  4.313  -1.581  -1.120
H  4.912  -0.035  -0.527

Atomic partial charges in e from the Mulliken method, atoms 1 to 2: Ca 2.0205; S 0.9494


Record 7
A molecular structure, C6H18Cl3GeN4Pt. Source: the Open Molecules 2025 dataset; level of theory: wB97M-V/def2-TZVPD.

Results
Net charge   +2
Relative energy (zero: lowest compared OMol25 entry of this formula, charge and spin)   0.000 eV
2S+1   2
⟨S²⟩   0.75
Lowest unoccupied orbital energy (spin up / spin down)   -0.2364 / -0.3410 hartree

CARTESIAN COORDINATES (ANGSTROEM)
Pt  1.075  -0.077  -0.250
N  0.795  -0.335  -2.286
C  -0.459  -1.141  -2.499
C  -0.893  -1.799  -1.196
N  -0.825  -0.808  -0.070
C  -0.956  -1.471  1.280
C  0.393  -1.644  1.955
N  1.162  -0.372  1.786
C  -1.925  0.213  -0.216
C  -1.710  1.503  0.559
N  -0.645  2.310  -0.041
H  1.596  -0.843  -2.655
H  0.746  0.530  -2.818
H  -1.223  -0.472  -2.883
H  -0.293  -1.902  -3.261
H  -1.910  -2.191  -1.288
H  -0.229  -2.626  -0.944
H  -1.589  -0.834  1.896
H  -1.469  -2.427  1.171
H  0.259  -1.889  3.009
H  0.978  -2.436  1.491
H  0.742  0.388  2.319
H  2.107  -0.481  2.150
H  -2.027  0.457  -1.270
H  -2.854  -0.271  0.094
H  -2.675  2.016  0.592
H  -1.452  1.295  1.600
H  -1.004  2.820  -0.842
H  -0.333  3.015  0.619
Cl  5.477  3.188  0.350
Ge  3.425  2.816  0.124
Cl  2.383  2.871  1.997
Cl  3.334  0.595  -0.471

Atomic partial charges in e from the Mulliken method, atoms 1 to 2: Pt 0.8750; N -0.5090


Record 8
A molecular structure, C6H18ClMgO3 in a non-equilibrium geometry. Source: the Open Molecules 2025 dataset; level of theory: wB97M-V/def2-TZVPD.

Results
2S+1   2
⟨S²⟩   0.75
Lowest unoccupied orbital energy (spin up / spin down)   -0.0060 / -0.0616 hartree

CARTESIAN COORDINATES (ANGSTROEM)
Mg  2.885  1.991  -0.466
Cl  1.030  0.669  -0.372
C  1.103  -1.764  -3.791
C  -0.225  -2.069  -3.245
O  -0.808  -0.874  -2.632
H  0.909  -1.036  -4.579
H  1.439  -2.594  -4.414
H  1.909  -1.381  -3.165
H  -0.261  -2.886  -2.523
H  -0.919  -2.397  -4.019
H  -0.152  -0.594  -1.990
C  -3.227  2.467  0.482
C  -2.443  2.522  -0.795
O  -2.127  1.252  -1.291
H  -2.825  1.797  1.243
H  -4.296  2.258  0.448
H  -3.173  3.497  0.836
H  -1.516  3.061  -0.599
H  -2.933  3.069  -1.601
H  -1.407  0.951  -0.732
C  1.237  -0.184  3.370
C  2.098  -1.149  4.123
O  3.185  -1.575  3.210
H  0.243  -0.040  3.791
H  1.179  -0.447  2.314
H  1.737  0.782  3.299
H  1.524  -2.033  4.404
H  2.371  -0.866  5.140
H  3.463  -2.427  3.553

Atomic partial charges in e from the Mulliken method, atoms 1 to 2: Mg 0.3454; Cl -0.3377


Summary of M in Da
135.28, 131.29, 153.20, 288.10, 240.29, 608.42, 520.28, 197.97
(order as listed above)
Summary of calculated total energy in eV
-18818.12735, -15864.88581, -14687.33323, -21123.12594, -93799.18276, -116987.44303, -109792.33057, -30622.55221
(order as listed above)